{"formula": "C40H37N6RuS2", "method": "ωB97M-V/def2-TZVPD", "charge": -2, "homo_lumo_gap_ha": [0.136, 0.198], "spin_multiplicity": 6, "s2": 8.81, "molar_mass_g_mol": 766.982, "e_above_lowest_ev": 2.162, "e_homo_ev": [0.387, -1.465], "elements": ["Ru", "C", "C", "C", "N", "C", "C", "C", "C", "C", "C", "C", "N", "C", "C", "C", "N", "C", "C", "C", "C", "C", "C", "C", "N", "C", "C", "H", "H", "H", "H", "H", "H", "H", "H", "H", "H", "H", "H", "H", "H", "H", "H", "H", "H", "H", "H", "H", "H", "H", "H", "H", "H", "S", "C", "C", "N", "C", "S", "C", "N", "C", "C", "C", "C", "C", "C", "C", "C", "C", "C", "C", "C", "C", "C", "H", "H", "H", "H", "H", "H", "H", "H", "H", "H", "H"], "positions_angstrom": [[-0.261, 0.871, 0.438], [1.857, -0.540, -2.609], [1.767, -2.068, -2.487], [0.708, -2.695, -1.539], [0.824, -1.071, 0.424], [1.272, -1.476, 1.777], [0.974, -2.865, 2.197], [1.603, -3.502, 3.207], [2.524, -2.938, 4.138], [2.600, -1.597, 4.455], [1.863, -0.494, 3.991], [1.070, -0.413, 2.823], [0.238, 0.550, 2.515], [-0.039, 1.526, 3.546], [-1.310, 2.284, 3.242], [-1.251, 3.162, 1.994], [-1.573, 2.420, 0.780], [-2.486, 3.021, -0.064], [-2.796, 4.354, -0.012], [-4.018, 5.003, -0.406], [-5.236, 4.416, -0.651], [-5.499, 3.049, -0.843], [-4.542, 2.048, -1.136], [-3.168, 2.114, -1.050], [-2.443, 1.277, -1.868], [-0.571, 0.153, -3.130], [0.873, 0.082, -3.597], [2.871, -0.295, -2.936], [1.745, -0.049, -1.637], [2.751, -2.441, -2.195], [1.579, -2.482, -3.484], [1.176, -3.569, -1.068], [-0.098, -3.104, -2.138], [0.224, -3.390, 1.613], [1.370, -4.557, 3.335], [3.118, -3.627, 4.729], [3.290, -1.359, 5.261], [1.979, 0.423, 4.551], [0.799, 2.235, 3.631], [-0.130, 1.022, 4.516], [-1.550, 2.911, 4.107], [-2.130, 1.568, 3.115], [-0.260, 3.628, 1.913], [-1.976, 3.963, 2.127], [-2.070, 4.998, 0.473], [-4.009, 6.088, -0.348], [-6.091, 5.086, -0.726], [-6.540, 2.771, -0.985], [-4.908, 1.154, -1.643], [-1.223, 0.609, -3.874], [-0.989, -0.812, -2.840], [1.194, 1.096, -3.837], [0.896, -0.489, -4.533], [1.773, 2.369, -0.064], [1.071, 3.215, -1.446], [1.685, 4.425, -1.811], [2.198, 5.431, -2.099], [-0.009, 2.676, -2.241], [-0.840, 1.258, -1.718], [-0.391, 3.168, -3.504], [-0.682, 3.523, -4.570], [5.318, -3.423, -1.228], [5.301, -2.038, -1.278], [4.293, -1.332, -0.634], [3.285, -1.994, 0.060], [3.317, -3.383, 0.116], [4.327, -4.090, -0.524], [2.265, -1.116, 0.703], [0.064, -1.883, -0.462], [-1.354, -1.912, -0.208], [-2.293, -2.355, -1.161], [-3.654, -2.239, -0.947], [-4.146, -1.705, 0.237], [-3.243, -1.321, 1.219], [-1.878, -1.409, 1.008], [6.100, -3.979, -1.731], [6.067, -1.502, -1.826], [4.263, -0.247, -0.683], [2.554, -3.912, 0.669], [4.338, -5.172, -0.471], [2.621, -0.094, 0.780], [-1.969, -2.737, -2.118], [-4.336, -2.543, -1.730], [-5.211, -1.591, 0.391], [-3.600, -0.927, 2.162], [-1.230, -1.210, 1.846]]}